1.
Here is a cluster of 7 separate species, C33H43F3N6Si in total in a non-equilibrium geometry from OMol25. Energies are from ωB97M-V/def2-TZVPD.

Output
Structure (SMILES) ... C#CCCC[SiH2]CCC(F)=C(F)F.c1cc[nH]c1.c1cc[nH]c1.c1cc[nH]c1.c1cc[nH]c1.c1cc[nH]c1.c1cc[nH]c1
Multiplicity ... 1
Frontier orbital gap ... 0.170 Eh
E_LUMO ... -2.71 eV
M ... 608.83 g/mol

Element x y z (Å)
C 3.3363 2.8787 -2.3612
C 2.2922 2.4968 -1.6351
C 0.8632 1.9968 -1.0228
C 0.2844 0.8293 -2.0423
C -0.7603 1.4170 -3.1450
Si 0.2296 1.8779 -4.7222
C 1.1380 0.4092 -5.5656
C 0.8094 -1.0482 -4.9396
C 2.0998 -1.6822 -4.1469
F 3.2747 -0.9057 -3.7763
C 2.0847 -3.0761 -3.7456
F 1.5015 -3.3862 -2.4503
F 2.5862 -4.0919 -4.6236
H 4.0609 3.0465 -3.2524
H 1.0200 1.5026 0.0026
H 0.1090 2.8672 -1.0083
H 1.2258 0.4923 -2.6499
H -0.0842 -0.1072 -1.4881
H -1.3311 2.3591 -2.7828
H -1.4952 0.5643 -3.4464
H -0.5890 2.6532 -5.6792
H 1.2922 2.8193 -4.2884
H 2.2849 0.6175 -5.5197
H 0.8597 0.4463 -6.6966
H -0.0753 -1.0616 -4.1967
H 0.6253 -1.7777 -5.8279
N 1.9840 0.6032 4.2402
C 2.5628 1.3012 3.2133
C 3.0096 0.3939 2.2825
C 2.6834 -0.8984 2.7624
C 2.0486 -0.7385 3.9710
H 1.5738 1.0131 5.0651
H 2.6080 2.3802 3.2342
H 3.5145 0.6346 1.3575
H 2.8894 -1.8419 2.2772
H 1.6396 -1.4617 4.6614
N 5.2012 5.2560 -4.9146
C 4.8673 6.0218 -3.8287
C 6.0231 6.5631 -3.3199
C 7.0934 6.1124 -4.1316
C 6.5563 5.3099 -5.1093
H 4.5509 4.7348 -5.4824
H 3.8387 6.1136 -3.5121
H 6.0904 7.2128 -2.4590
H 8.1413 6.3492 -4.0143
H 7.0202 4.7731 -5.9238
N -2.6859 -0.8833 1.1135
C -3.8061 -0.4577 0.4512
C -3.6205 0.8608 0.1068
C -2.3389 1.2418 0.5736
C -1.7836 0.1452 1.1883
H -2.5462 -1.8097 1.4872
H -4.6373 -1.1270 0.2837
H -4.3293 1.4813 -0.4239
H -1.8731 2.2116 0.4709
H -0.8272 0.0085 1.6726
N 5.7228 -4.9845 3.6262
C 6.7954 -5.1869 2.7987
C 6.5133 -4.6015 1.5877
C 5.2258 -4.0197 1.6901
C 4.7635 -4.2693 2.9599
H 5.6510 -5.3104 4.5776
H 7.6639 -5.7298 3.1415
H 7.1630 -4.5922 0.7242
H 4.6956 -3.4773 0.9202
H 3.8364 -4.0014 3.4452
N -6.3428 1.0361 2.1192
C -7.6689 0.7589 1.9153
C -8.2757 0.6583 3.1451
C -7.2808 0.8889 4.1258
C -6.0988 1.1222 3.4636
H -5.6527 1.1585 1.3915
H -8.0652 0.6558 0.9156
H -9.3206 0.4435 3.3183
H -7.4138 0.8855 5.1984
H -5.1073 1.3401 3.8328
N -7.0389 -2.7450 3.1748
C -6.9585 -2.6731 4.5402
C -6.9228 -3.9563 5.0318
C -6.9779 -4.8349 3.9223
C -7.0461 -4.0597 2.7895
H -7.0850 -1.9531 2.5504
H -6.9353 -1.7177 5.0428
H -6.8625 -4.2314 6.0752
H -6.9681 -5.9153 3.9487
H -7.1003 -4.3297 1.7449

Here are the Mulliken charges for atoms 1 to 5, given in e:
1. C -0.5420
2. C -0.2358
3. C 0.1644
4. C 0.0037
5. C -0.7734

2.
Here is a structure of composition C33H43IrO7PS2Si in a non-equilibrium geometry from OMol25. Energies are from ωB97M-V/def2-TZVPD.

Output
Total charge ... -1
Multiplicity ... 5
Frontier orbital gap (alpha / beta) ... 0.254 / 0.216 Eh
E_LUMO (alpha / beta) ... 2.40 / 0.99 eV
<S²> ... 6.02
M ... 867.11 g/mol

Element x y z (Å)
Ir -0.2046 0.0632 0.1323
O -0.8449 -3.8295 -0.7987
C -1.1202 -2.9188 -0.0198
O -0.2592 -2.0964 0.4292
C -2.5290 -2.8197 0.5297
C -3.3048 -3.9682 0.4086
C -4.5937 -4.0413 0.8927
C -5.1344 -2.9407 1.5431
C -4.3866 -1.7926 1.6738
C -3.0831 -1.6968 1.1643
S -2.3378 -0.1389 1.4154
H -2.8619 -4.8153 -0.0931
H -5.1765 -4.9413 0.7577
H -6.1399 -2.9786 1.9398
H -4.7881 -0.9229 2.1712
C 1.4610 -1.6098 -2.3923
C 2.6485 -1.5855 -1.4297
C 3.8490 -0.8936 -2.0794
C 3.0125 -3.0055 -0.9991
O 2.2226 -0.8265 -0.3019
Si 2.9073 -0.5037 1.1368
S 1.2733 0.3951 2.1484
O 3.5912 -1.7190 1.9766
C 3.1299 -2.6428 2.9538
C 4.2222 -3.7141 3.0362
C 1.7926 -3.2681 2.5708
C 2.9828 -1.9193 4.2945
O 4.1279 0.5144 0.7883
C 5.1284 1.0724 1.6188
C 4.5629 1.4447 2.9917
C 6.2545 0.0442 1.7769
C 5.6330 2.3232 0.8912
H 1.7304 -2.0792 -3.3353
H 1.1173 -0.5929 -2.5774
H 0.6395 -2.1684 -1.9528
H 4.1940 -1.4698 -2.9354
H 4.6529 -0.7955 -1.3546
H 3.5606 0.1000 -2.4176
H 3.3542 -3.5874 -1.8527
H 2.1302 -3.4775 -0.5751
H 3.8013 -2.9711 -0.2516
H 4.3059 -4.2218 2.0799
H 3.9820 -4.4431 3.8041
H 5.1816 -3.2538 3.2622
H 1.8808 -3.8630 1.6659
H 1.0504 -2.4924 2.3923
H 1.4553 -3.9107 3.3810
H 3.9305 -1.4758 4.5943
H 2.6634 -2.6153 5.0663
H 2.2377 -1.1343 4.1865
H 4.4681 0.5576 3.6107
H 3.5668 1.8665 2.8796
H 5.2038 2.1672 3.4956
H 5.8080 -0.8852 2.1205
H 6.9924 0.3856 2.5003
H 6.7439 -0.1285 0.8198
H 4.8138 3.0255 0.7560
H 6.0126 2.0580 -0.0924
H 6.4293 2.7912 1.4656
O -2.6708 2.3549 -2.5834
C -1.6532 1.9544 -2.0447
O -1.3800 0.7724 -1.6995
C -0.5151 3.0109 -1.8154
P 0.6939 2.4428 -0.5462
C 0.0807 3.2385 0.9828
C -1.2776 3.1882 1.2807
C -1.7464 3.6920 2.4792
C -0.8649 4.2374 3.3987
C 0.4931 4.2609 3.1233
C 0.9659 3.7519 1.9277
C 2.0173 3.6449 -1.0312
C 1.8843 4.9980 -0.7341
C 2.8351 5.9082 -1.1550
C 3.9288 5.4841 -1.8936
C 4.0551 4.1442 -2.2188
C 3.1071 3.2303 -1.7870
H -0.9309 3.9948 -1.5782
H 0.0149 3.0928 -2.7720
H -1.9705 2.7496 0.5750
H -2.8029 3.6355 2.7006
H -1.2342 4.6330 4.3356
H 1.1846 4.6650 3.8506
H 2.0286 3.7485 1.7258
H 1.0300 5.3378 -0.1675
H 2.7196 6.9536 -0.9112
H 4.6736 6.1963 -2.2175
H 4.8968 3.8136 -2.8098
H 3.2124 2.1850 -2.0354

Here are the Mulliken charges for atoms 1 to 5, given in e:
1. Ir 2.4711
2. O -0.7424
3. C 0.0651
4. O -0.4713
5. C -0.1062

> Among the records above, which one has the highest multiplicity?

C33H43IrO7PS2Si

> Among the records above, which one has the highest M?

C33H43IrO7PS2Si